[1]
81
Properties=species:S:1:pos:R:3:forces:R:3 method="wB97M-V/def2-TZVPD" homo_energy_ev="-7.730 / -7.730" gap_ha="0.233 / 0.264" multiplicity=3 lumo_energy_ev="-1.378 / -0.541" s_squared=2.015 e_above_lowest_ev=0.981
V -1.995915 2.901805 -0.509633 -0.849 -1.413 1.084
N -0.708069 0.531033 -0.577768 -1.279 0.707 -0.695
O -0.137862 -0.525501 -0.599157 -0.152 0.684 0.106
O -1.029227 1.178402 0.448832 0.302 0.518 1.763
O -1.144302 1.156363 -1.598195 0.507 0.099 -1.230
N -2.779080 4.342022 1.634751 -0.258 -1.029 -1.439
O -3.196427 4.882957 2.613240 0.533 -0.242 -0.695
O -3.298028 4.363653 0.470456 -1.270 1.075 -0.744
O -1.774891 3.575519 1.541380 1.916 -0.715 1.325
C -5.945945 3.137851 -1.119126 0.621 0.017 0.221
F -5.930786 3.357612 0.177463 0.005 -0.039 0.389
F -7.045778 2.504158 -1.437934 -0.304 -0.320 -0.317
F -5.871771 4.293038 -1.755916 -0.268 0.243 -0.254
S -4.415080 2.172699 -1.618452 1.256 -1.594 -0.155
O -4.754205 1.189181 -2.605814 -0.269 1.095 0.896
O -3.455487 3.223626 -2.001950 1.010 1.589 -1.397
O -3.679543 1.692038 -0.420847 -1.156 -0.976 1.063
N -0.373261 -3.141143 3.009238 -0.495 -0.793 -0.353
C -0.912924 -4.065335 3.866511 0.217 0.393 0.195
C -2.282510 -3.953883 3.832932 0.029 0.221 0.423
C -2.594146 -2.917697 2.914107 0.478 -0.225 -1.129
C -1.403987 -2.535899 2.335486 0.531 0.833 0.736
H 0.616511 -3.134035 2.744839 -0.152 0.010 -0.115
H -0.250196 -4.657803 4.476595 -0.173 -0.143 0.031
H -2.967727 -4.487315 4.471070 -0.018 -0.061 -0.070
H -3.531885 -2.527635 2.553600 -0.219 -0.214 0.321
H -1.161893 -1.758850 1.625653 -0.236 -0.043 -0.081
N 0.367033 -3.153081 -2.184834 -0.378 0.294 0.071
C 1.472300 -3.189730 -2.985011 0.017 -0.655 0.083
C 1.172968 -4.002353 -4.064675 0.277 0.933 0.318
C -0.173960 -4.397901 -3.913016 -0.746 0.214 -0.596
C -0.668121 -3.815209 -2.774655 0.449 -0.578 0.209
H 0.269868 -2.709692 -1.290270 0.162 0.276 -0.100
H 2.379011 -2.686248 -2.694152 0.022 -0.011 -0.056
H 1.819830 -4.127784 -4.916658 -0.012 -0.290 0.023
H -0.790042 -4.905772 -4.639383 0.165 -0.202 0.060
H -1.630943 -3.874316 -2.296901 -0.016 -0.003 -0.051
C 3.644027 -1.868769 0.266779 0.130 0.349 0.896
C 2.322937 -2.196896 1.006397 0.907 -0.178 -0.643
N 2.390311 -3.357331 1.899432 -0.948 0.260 -0.352
C 3.454206 -3.260759 2.881025 0.432 0.067 0.063
C 3.295472 -2.093764 3.854322 -0.263 -0.700 0.365
C 2.336631 -4.624917 1.155133 0.832 0.294 0.329
C 1.944875 -5.793369 2.021467 -0.359 -0.668 0.096
H 3.501974 -0.955119 -0.311281 0.026 -0.209 -0.338
H 4.023319 -2.698045 -0.329315 -0.348 0.048 -0.316
H 4.463038 -1.651969 0.956993 -0.114 0.141 0.132
H 1.937794 -1.325556 1.537349 0.139 0.044 0.091
H 1.629378 -2.399717 0.193085 -0.399 -0.177 0.344
H 3.505942 -4.179567 3.462489 -0.232 -0.067 -0.053
H 4.435271 -3.178960 2.392881 0.079 -0.073 -0.039
H 2.291956 -2.108033 4.287298 -0.132 0.280 -0.304
H 3.929066 -2.287670 4.721894 0.334 0.262 -0.182
H 3.529827 -1.127748 3.414214 -0.073 0.061 0.063
H 3.334785 -4.837630 0.739374 -0.024 -0.071 -0.130
H 1.671456 -4.526084 0.297128 -0.166 0.126 0.148
H 1.905372 -6.691228 1.399098 0.217 -0.037 0.104
H 0.957794 -5.729529 2.481376 -0.060 0.406 -0.132
H 2.650924 -5.957518 2.834521 0.113 -0.117 -0.106
C 0.320533 6.602884 -0.893324 -0.187 0.309 -0.683
C -0.668434 5.422607 -0.718913 0.499 2.149 1.030
N -0.383910 4.119274 -1.339522 1.335 0.986 -1.730
C -0.469403 4.408903 -2.827888 -0.806 -1.053 -1.289
C -0.662191 3.175719 -3.730064 -0.271 0.044 0.742
C 1.087685 3.790862 -1.227542 -0.480 -1.300 1.922
C 1.464336 3.382215 0.203044 0.176 0.297 -0.414
H 0.515111 6.912455 -1.923536 0.274 -0.471 -0.062
H 1.246605 6.469703 -0.336647 0.077 -0.102 -0.169
H -0.141267 7.511636 -0.499536 -0.215 -0.269 0.359
H -0.699091 5.410878 0.371499 -0.380 -0.896 -0.032
H -1.635753 5.775407 -1.075497 -0.107 -0.288 0.065
H 0.436400 4.868934 -3.218235 0.082 0.495 0.611
H -1.310859 5.074699 -3.022614 0.022 0.035 0.198
H -1.561006 2.661410 -3.392784 0.083 -0.196 -0.478
H 0.177300 2.482271 -3.717451 -0.001 0.000 0.200
H -0.777994 3.495235 -4.764221 -0.156 0.141 0.036
H 1.302060 2.895396 -1.807610 -0.201 0.323 -0.572
H 1.676718 4.633653 -1.571542 -0.065 0.047 -0.111
H 0.990025 4.020237 0.947945 0.122 -0.050 0.115
H 1.193569 2.343655 0.384462 -0.108 0.084 0.166
H 2.549650 3.457332 0.286509 -0.033 0.017 0.221

***

[2]
65
Properties=species:S:1:pos:R:3:forces:R:3 method="wB97M-V/def2-TZVPD" homo_energy_ev=-9.688 gap_ha=0.366 smiles=CCCCCC.CCO.CCO.CCO.CCO.CCO lumo_energy_ev=0.282
C -1.684524 -4.572958 0.677983 5.378 2.697 1.290
C -2.592322 -4.077962 1.708128 2.757 4.407 -0.097
C -2.673184 -2.524078 1.857645 -0.096 1.283 -1.656
C -3.639413 -2.020463 2.914391 -0.529 2.036 1.698
C -3.451512 -0.433077 2.956813 -7.489 -1.994 1.065
C -4.249804 0.273088 4.151408 -0.993 -5.139 -3.794
H -1.676640 -4.141382 -0.233437 -1.534 1.521 -3.305
H -1.741395 -5.557803 0.572375 -0.115 -4.296 -0.518
H -0.422295 -4.305563 0.695802 -3.192 -0.833 1.356
H -2.348361 -4.449631 2.637259 1.118 -0.722 2.333
H -3.505887 -4.446994 1.617700 -4.364 -1.476 -1.162
H -2.903644 -1.875922 0.807394 0.376 -2.142 2.424
H -1.713742 -2.040639 2.181995 -0.323 -0.986 -0.496
H -3.396610 -2.322886 3.978834 0.332 -0.142 -1.177
H -4.724408 -2.273213 2.892273 0.665 0.022 -0.820
H -3.659727 0.002700 2.002201 -0.859 0.284 -0.698
H -2.525957 -0.271028 3.046506 7.502 1.162 1.183
H -4.055454 1.236258 4.207836 0.645 4.603 0.311
H -4.082854 -0.227229 5.033508 1.054 -0.981 2.229
H -5.295336 0.013526 3.982627 -0.281 0.734 -0.203
C 2.668299 2.670762 -2.082946 1.674 1.860 -2.808
C 2.273562 4.011527 -2.827793 3.175 -2.143 -4.865
O 3.377736 5.027231 -2.896905 -1.503 2.273 -1.679
H 2.074723 1.780060 -1.934248 -0.959 0.517 -0.152
H 3.103130 3.042060 -1.218120 0.679 0.148 2.187
H 3.499953 2.372339 -2.704735 0.554 -0.676 0.062
H 1.485456 4.349298 -2.362938 -4.230 2.456 2.233
H 2.043578 3.809415 -3.955572 -0.014 0.058 2.042
H 3.121797 5.934724 -3.553480 0.612 -4.546 2.999
C 3.372161 -2.886441 -3.204453 1.309 1.622 1.834
C 2.750754 -2.986814 -1.745339 -0.249 -2.827 -1.055
O 3.191770 -1.942392 -0.930429 0.670 -0.261 -0.404
H 2.835792 -3.573333 -3.916691 0.927 0.627 0.698
H 4.653578 -3.113427 -3.055366 -4.064 0.854 -0.920
H 3.103955 -1.737140 -3.445285 1.211 -2.645 -0.055
H 2.975942 -4.091525 -1.309622 -0.306 2.407 -0.682
H 1.626934 -2.910231 -1.779067 0.832 -0.317 -0.410
H 2.444791 -1.849917 -0.348168 -0.392 0.537 1.057
C 0.623702 5.700139 0.393467 -0.218 -0.083 4.720
C -0.155313 4.424794 0.673726 -2.688 3.644 2.772
O 0.052029 3.511884 -0.276279 0.026 -1.372 -1.507
H 1.595741 5.550749 0.006117 1.151 -0.726 -0.218
H 0.775905 6.050033 1.590776 -0.375 0.268 -3.618
H 0.162783 6.355958 -0.269502 -1.070 1.548 -0.648
H -1.351004 4.656370 1.005425 2.511 -0.291 -1.671
H 0.138980 4.229257 1.693113 0.708 -1.511 0.191
H -0.019003 2.690475 0.176362 -0.021 -1.531 -0.031
C 1.847101 -0.748480 2.513750 4.539 1.156 -1.174
C 0.995472 -0.349137 1.304678 3.170 1.248 0.389
O 0.779561 -1.480676 0.621784 1.888 -3.722 1.225
H 2.975744 -1.145604 2.162319 -3.187 0.546 0.671
H 1.458218 -1.409183 3.243328 -0.744 -0.809 0.372
H 2.187078 0.170624 3.028834 -0.514 -0.214 -0.012
H 1.784300 0.226192 0.600163 -2.316 0.305 1.753
H 0.086031 0.067598 1.746220 -0.062 0.847 -0.789
H 0.165954 -1.554812 -0.038653 -2.820 0.753 -2.600
C 0.193287 -0.286045 -3.531722 0.221 -1.769 2.211
C -0.857028 0.267446 -2.422988 3.937 -2.503 -1.680
O -1.152170 -0.757515 -1.487456 -3.182 0.913 0.729
H 1.115566 -0.673830 -2.832160 -2.036 0.762 -2.049
H 0.550907 0.587945 -4.132691 -0.358 -1.008 0.247
H -0.242242 -1.215300 -4.151452 1.067 2.331 1.279
H -1.596185 0.728878 -2.953190 -2.892 0.664 -0.970
H -0.298560 1.028024 -1.979902 0.805 1.457 1.211
H -2.077702 -0.516725 -1.102147 2.481 -0.885 -0.850

***

[3]
98
Properties=species:S:1:pos:R:3:forces:R:3 method="wB97M-V/def2-TZVPD" homo_energy_ev=-7.749 gap_ha=0.194 lumo_energy_ev=-2.472
K -3.802530 -2.101801 7.587357 0.061 0.146 -0.271
C 1.691590 -0.048758 2.259141 -2.279 0.924 -1.435
F 2.008751 -1.353413 2.285633 0.079 0.570 0.232
F 2.005725 0.546126 3.402982 0.838 -0.260 0.142
F 2.360847 0.528018 1.221756 0.055 -0.419 0.973
S -0.213949 0.263011 1.990268 -0.729 2.549 -0.347
O -0.495079 -0.173209 0.648618 0.649 0.013 -0.873
O -0.826312 -0.609551 2.951802 -0.045 -0.541 1.601
O -0.474823 1.732480 2.213689 1.258 -2.897 -0.135
C -2.599306 -6.729253 -0.783703 0.573 -0.125 0.017
C -1.672757 -7.686985 -0.039135 -0.995 -0.540 0.668
C -0.937439 -7.091950 1.192865 -0.151 -0.306 -0.755
C -1.833980 -6.809043 2.340200 -1.071 0.253 1.447
N -2.523761 -6.636459 3.269400 1.496 -0.324 -2.088
H -2.015521 -6.009860 -1.357958 -0.084 0.108 -0.030
H -3.239597 -6.181118 -0.092566 -0.088 -0.056 -0.049
H -3.204111 -7.313710 -1.477043 -0.125 0.201 -0.004
H -1.034522 -8.244580 -0.724579 0.607 0.587 0.036
H -2.285297 -8.505825 0.338217 -0.248 -0.033 0.249
H -0.407408 -6.193180 0.877598 -0.002 0.144 0.322
H -0.200496 -7.829719 1.510227 0.068 0.146 0.241
C -0.058785 5.613128 -4.469717 1.181 1.171 0.016
C -0.001265 7.189989 -4.311197 -0.039 0.179 -1.553
C 1.147107 7.880746 -5.210149 -0.367 -1.160 -0.368
C 1.662088 9.159948 -4.806036 0.174 0.588 1.524
N 2.023714 10.182084 -4.422541 -0.006 -0.093 -0.254
H -0.416965 5.169543 -5.398710 -0.567 0.734 -0.164
H -0.569121 5.119780 -3.642515 0.169 0.174 0.016
H 0.992774 5.329925 -4.515848 0.089 -0.450 0.616
H 0.119301 7.517176 -3.278477 0.412 -0.415 0.023
H -0.948480 7.648032 -4.595929 -0.082 -0.057 -0.161
H 0.953055 8.130060 -6.253360 -1.209 -0.595 -0.257
H 1.973812 7.188152 -5.368191 0.247 -0.082 0.568
C 5.892131 -5.682241 -3.176396 0.746 -0.418 -0.059
C 4.459299 -5.279835 -2.925330 -1.375 -0.019 0.011
C 3.999057 -4.317387 -4.024000 1.003 -0.089 -1.032
S 4.761097 -5.048899 -5.593655 -0.906 -0.534 -0.640
O 5.169067 -4.007455 -6.576639 -0.665 -1.980 2.074
O 3.922084 -6.191500 -6.026823 0.934 1.849 0.453
C 6.177861 -5.818138 -4.709594 0.307 1.964 0.632
H 6.231118 -6.556452 -2.620564 -0.622 -0.516 -0.265
H 6.503100 -4.952266 -2.645379 0.336 0.568 -0.850
H 4.371490 -4.780185 -1.960575 -0.018 -0.024 0.025
H 3.786384 -6.136719 -2.893103 0.022 -0.099 -0.110
H 4.445532 -3.331538 -3.894155 0.189 0.008 -0.125
H 2.934599 -4.155721 -4.193978 0.051 -0.460 0.055
H 6.949909 -5.081389 -4.931492 0.399 -0.386 -0.239
H 6.441155 -6.798312 -5.107122 -0.405 0.150 0.083
N -0.945470 7.837503 7.823547 -1.471 1.783 -0.626
C -0.301440 6.967978 7.066651 2.180 -0.399 -2.597
C 0.241185 6.007717 7.860389 -0.165 -1.701 -0.143
C -0.298423 6.226154 9.113703 -0.096 -0.194 2.216
C -0.998144 7.387620 9.079253 -0.641 0.686 1.687
H -1.375967 8.674777 7.457828 0.054 -0.226 0.263
H -0.118502 7.171976 6.021987 -0.110 -0.054 0.033
H 0.823752 5.114783 7.688091 0.027 0.293 -0.750
H -0.217284 5.609406 9.996563 0.260 0.026 -0.061
H -1.473502 7.973227 9.852232 -0.051 -0.228 -0.022
N -5.827199 4.103057 -1.096791 -1.489 -0.018 0.195
C -6.879009 3.255966 -1.391279 0.215 0.876 -0.562
C -8.039733 4.039799 -1.446135 0.773 -2.664 0.236
C -7.707639 5.330825 -1.022592 -1.058 0.113 -0.264
C -6.372660 5.339136 -0.851094 2.415 0.787 0.374
H -4.853836 3.846917 -1.012814 -0.321 0.117 0.033
H -6.631196 2.222073 -1.581162 -0.479 0.029 -0.137
H -8.986193 3.589632 -1.706818 -0.135 0.364 0.148
H -8.441586 6.101371 -0.838304 0.391 0.226 -0.146
H -5.677886 6.130646 -0.611915 -0.287 0.152 0.147
N -1.820138 -1.167258 -5.964452 1.071 1.556 -0.542
C -0.729929 -0.806243 -6.751350 -0.764 -0.829 -1.299
C -0.912294 -1.392124 -8.019534 -0.281 -0.321 2.003
C -2.143962 -2.146820 -7.946559 0.052 1.245 0.492
C -2.720386 -1.840787 -6.717286 0.147 -1.059 -0.445
H -1.975330 -0.791202 -5.040008 -0.118 -0.105 -0.277
H 0.025572 -0.102772 -6.433963 -0.045 -0.297 0.244
H -0.181532 -1.361453 -8.814172 -0.189 -0.002 -0.009
H -2.583706 -2.781084 -8.702028 0.003 0.237 -0.023
H -3.701384 -2.023798 -6.304317 0.134 -0.426 -0.115
N -5.414540 2.676690 5.806658 -0.569 -0.460 0.929
C -5.579054 2.841928 7.204993 -0.331 -0.736 -1.741
C -6.751362 2.175829 7.551853 1.262 0.416 -0.323
C -7.267656 1.641333 6.356185 -1.082 -0.970 -0.856
C -6.456785 1.902904 5.282050 1.368 1.048 1.529
H -4.624830 2.992082 5.261683 -0.112 0.057 0.240
H -4.838927 3.388867 7.770209 -0.164 -0.033 -0.023
H -7.136378 1.977635 8.541245 -0.043 0.418 -0.062
H -8.203377 1.114505 6.240972 0.025 -0.130 0.214
H -6.436076 1.556390 4.259355 -0.233 0.279 0.093
N 9.693136 -3.283439 2.223152 -1.741 -1.146 0.127
C 8.446655 -3.333845 2.892814 0.931 0.648 -1.078
C 7.985447 -4.654427 2.864583 -0.103 2.364 1.618
C 9.019729 -5.402392 2.368982 1.404 -0.947 -2.640
C 9.966827 -4.548453 1.791420 0.233 -0.666 1.188
H 10.239601 -2.477867 1.953878 -0.448 -0.047 0.248
H 8.091486 -2.356847 3.185682 -0.558 -0.391 0.257
H 7.056265 -5.052427 3.244870 0.091 0.294 0.173
H 8.982461 -6.475899 2.256753 0.172 0.041 -0.164
H 10.830056 -4.741340 1.171699 0.008 -0.152 0.256